[1]
42
Properties=species:S:1:pos:R:3:forces:R:3 method="wB97M-V/def2-TZVPD" e_homo_ha=-0.3628 max_force_ev_per_a=0.735 de_lowest_kj_mol=203.5 gap_ev=10.015
O 2.590 -1.412 -0.042 0.024 -0.122 -0.095
P 3.388 -0.376 0.631 -0.160 -0.594 0.002
C 2.421 1.041 1.397 -0.328 0.282 -0.056
Br 2.614 1.052 3.305 0.111 0.060 0.011
O 2.905 2.251 0.815 0.360 -0.377 -0.298
C 2.248 2.296 -0.414 0.328 0.287 0.048
O 2.761 2.611 -1.431 -0.236 0.325 0.206
O 0.987 1.887 -0.229 -0.069 -0.693 -0.232
C 0.928 1.155 1.029 0.102 0.431 0.304
O 0.275 -0.026 0.908 -0.025 0.295 -0.203
B -1.115 -0.031 0.860 -0.097 -0.214 0.147
O -1.896 1.070 1.132 0.142 -0.042 -0.521
O -1.689 -1.233 0.604 -0.094 0.145 0.035
H 4.182 -0.827 1.696 0.057 0.143 0.099
H 4.279 0.327 -0.191 0.066 0.211 0.029
H 0.473 1.858 1.731 -0.205 -0.194 0.149
H -1.651 1.876 0.663 -0.091 0.211 0.359
H -2.639 -1.106 0.490 0.069 -0.197 0.086
C 3.489 -3.688 -2.705 0.064 0.069 0.021
C 3.631 -5.125 -2.230 -0.223 0.153 0.059
C 2.278 -5.812 -2.118 0.041 -0.111 0.042
O 4.313 -5.162 -0.976 0.070 -0.099 -0.051
H 2.898 -3.116 -1.986 -0.044 0.014 -0.037
H 4.467 -3.213 -2.780 0.016 -0.028 -0.030
H 2.999 -3.634 -3.679 -0.010 -0.019 0.001
H 4.264 -5.683 -2.921 0.075 -0.025 0.051
H 1.649 -5.288 -1.393 -0.016 0.055 -0.038
H 2.399 -6.839 -1.774 0.016 -0.007 -0.020
H 1.759 -5.823 -3.077 -0.006 0.017 -0.006
H 3.776 -4.668 -0.346 0.003 0.043 0.012
C -5.452 4.983 1.300 0.091 0.098 -0.004
C -4.470 3.940 0.788 -0.238 -0.059 0.193
C -5.116 2.567 0.685 0.104 -0.048 -0.050
O -3.314 3.892 1.629 0.107 0.028 -0.206
H -5.799 4.716 2.302 -0.042 -0.046 -0.015
H -4.975 5.960 1.363 0.006 0.003 -0.025
H -6.322 5.061 0.647 -0.011 -0.015 0.002
H -4.099 4.243 -0.192 0.072 0.011 0.003
H -5.453 2.233 1.670 -0.050 0.033 0.008
H -4.401 1.833 0.316 0.009 0.002 -0.012
H -5.977 2.586 0.016 -0.013 0.015 0.010
H -3.603 3.624 2.507 0.026 -0.042 0.026

[2]
33
Properties=species:S:1:pos:R:3:forces:R:3 method="wB97M-V/def2-TZVPD" e_homo_ha=-0.4862 max_force_ev_per_a=4.489 charge=+1 de_lowest_kj_mol=19.8 gap_ev=10.501
B 3.193 -0.465 -0.121 -0.111 -1.417 -3.925
C 1.210 0.632 -1.013 1.022 -0.753 -1.336
C 0.849 -1.397 0.330 -1.414 1.311 -1.073
C 0.157 1.680 -0.812 1.119 2.018 -1.439
C -1.336 -0.145 -0.489 -2.945 -3.291 -0.805
C 1.682 -0.113 0.238 0.400 -1.575 -0.978
C -0.720 -1.196 0.517 1.170 1.640 1.043
C -1.361 -2.530 0.385 -1.099 -0.208 -2.171
C -0.943 -0.566 1.927 -1.133 1.503 -0.973
C -2.324 2.158 -0.376 2.124 2.145 1.317
N -1.081 1.250 -0.180 -1.535 0.097 0.813
S 4.304 0.860 0.195 1.900 0.223 -0.913
H 3.357 -1.474 -1.308 -0.180 2.233 3.078
H 1.096 -0.092 -1.867 -0.548 0.644 0.856
H 2.050 1.207 -1.375 0.242 0.469 -0.152
H 1.056 -1.857 -0.662 -0.456 -0.131 0.707
H 1.172 -2.073 1.074 0.437 -0.742 0.960
H 0.672 2.488 -0.243 -0.929 -0.392 -0.011
H -0.128 2.137 -1.778 0.185 -0.305 0.320
H -1.093 -0.376 -1.521 0.327 0.212 -0.166
H -2.481 -0.307 -0.485 1.738 0.302 0.373
H 1.690 0.606 1.017 -0.301 0.421 1.395
H -2.423 -2.307 0.285 -0.335 -0.482 -0.290
H -1.330 -3.267 1.187 0.798 0.300 0.081
H -0.969 -2.929 -0.595 -0.749 -0.260 1.050
H -0.068 0.076 1.970 -0.076 0.492 1.126
H -0.869 -1.309 2.660 0.293 -0.997 1.187
H -1.936 0.037 2.192 1.902 -1.270 -1.002
H -2.869 2.392 0.541 0.609 -0.576 0.437
H -1.954 3.158 -0.704 -0.233 -0.919 -0.094
H -3.068 1.787 -1.003 -0.562 -1.090 -1.589
H -0.883 1.155 0.806 -0.201 0.765 0.730
H 5.347 0.780 -0.795 -1.460 -0.366 1.444

[3]
38
Properties=species:S:1:pos:R:3:forces:R:3 method="wB97M-V/def2-TZVPD" e_homo_ha=-0.5853 max_force_ev_per_a=8.656 charge=+3 de_lowest_kj_mol=41.0 gap_ev=2.007
Zr 0.536 2.627 -1.319 -3.494 -7.919 0.036
Cl 1.527 0.572 -0.464 -0.497 3.097 -0.962
C -1.009 1.732 -5.300 -0.616 1.069 -0.615
C -0.451 0.927 -4.185 -0.075 -0.159 -0.788
O -0.248 1.429 -3.008 1.741 2.272 1.882
N -0.224 -0.333 -4.436 -0.933 0.398 1.025
C 0.207 -1.351 -3.471 0.157 -0.764 -0.918
H -0.785 2.799 -5.258 0.305 -0.097 0.343
H -2.105 1.721 -5.343 0.008 -0.309 0.387
H -0.700 1.408 -6.294 0.263 -0.320 0.191
H -0.784 -0.654 -5.219 0.656 -0.210 -0.438
H -0.215 -1.215 -2.481 0.115 0.213 0.039
H 1.291 -1.450 -3.503 0.049 0.332 0.371
H -0.141 -2.291 -3.895 -0.143 -0.068 0.293
C 3.272 -0.135 2.924 0.283 -0.571 -0.114
C 2.561 -1.081 3.862 0.079 -0.183 1.010
O 1.375 -1.379 3.743 0.333 0.213 -0.481
N 3.288 -1.547 4.918 -0.653 -0.093 -0.591
C 2.724 -2.440 5.893 0.632 -1.196 1.144
H 3.089 0.880 3.270 0.015 0.106 -0.266
H 2.910 -0.342 1.918 -0.313 0.331 0.035
H 4.342 -0.340 2.869 0.047 0.177 0.333
H 4.196 -1.179 5.156 -0.010 0.117 -0.420
H 2.162 -3.299 5.526 -0.408 0.613 -0.695
H 2.166 -1.950 6.694 -0.084 0.133 -0.222
H 3.562 -2.969 6.359 0.084 0.432 0.205
C -1.721 0.841 1.720 -1.168 -0.550 0.434
C -2.098 1.070 0.296 0.721 -1.273 0.709
O -1.284 1.675 -0.504 2.205 3.152 -1.351
N -3.200 0.571 -0.175 -0.048 0.117 -0.180
C -3.758 0.882 -1.478 -0.100 -0.925 -1.099
H -1.085 -0.021 1.940 0.716 0.356 -0.538
H -2.626 0.510 2.241 -0.065 0.489 0.105
H -1.385 1.773 2.166 0.256 -0.109 0.108
H -3.630 -0.174 0.360 -0.337 0.388 0.339
H -3.216 0.334 -2.256 0.381 0.439 0.009
H -3.793 1.950 -1.658 0.088 0.035 0.029
H -4.750 0.452 -1.607 -0.192 0.268 0.651

[4]
75
Properties=species:S:1:pos:R:3:forces:R:3 method="wB97M-V/def2-TZVPD" e_homo_ha=-0.4580 max_force_ev_per_a=8.733 charge=+1 de_lowest_kj_mol=79.5 gap_ev=5.194
Hf -8.103 -21.288 11.118 -5.267 5.153 -1.797
C -11.798 -20.477 7.977 0.691 0.157 0.470
F -12.117 -19.610 7.051 0.272 0.222 -0.176
F -12.074 -19.971 9.173 -0.556 -0.398 -0.124
F -12.445 -21.600 7.729 -0.172 -0.239 0.551
S -9.937 -20.822 7.923 1.160 -0.413 -2.828
O -9.393 -20.990 9.361 1.768 -1.271 3.543
O -9.765 -22.052 7.213 -0.518 -0.449 0.855
O -9.340 -19.693 7.315 -0.217 0.879 0.499
C -7.265 -16.692 10.873 0.350 -0.496 -0.433
F -6.841 -15.599 10.271 -0.149 0.135 -0.037
F -6.575 -16.862 11.991 -0.116 -0.088 0.216
F -8.558 -16.624 11.122 -0.150 0.121 0.186
S -6.929 -18.097 9.698 1.947 0.995 -1.304
O -5.513 -18.261 9.625 -0.038 -0.385 0.910
O -7.558 -19.292 10.459 -0.204 -3.624 1.396
O -7.559 -17.782 8.474 -1.179 -0.178 0.241
N -9.163 -20.011 12.481 1.039 0.682 3.727
S -10.537 -19.163 12.699 -5.596 0.425 -6.691
O -10.476 -17.761 12.838 1.359 -0.114 1.611
O -11.589 -19.926 13.257 0.608 -0.428 1.160
F -10.848 -19.265 11.135 0.311 -0.160 0.598
S -8.583 -19.514 14.048 4.055 -1.901 0.457
O -9.291 -19.928 15.189 -1.271 -0.325 -0.155
O -7.918 -18.290 14.035 0.213 0.861 -0.695
F -7.403 -20.624 13.956 0.291 -0.088 -0.468
C -5.522 -16.558 16.156 0.718 0.625 0.233
N -5.090 -17.912 15.736 -0.720 0.110 -0.697
O -5.731 -18.848 16.170 -0.230 -0.343 0.491
O -4.218 -18.016 14.913 0.558 0.073 -0.145
H -5.316 -16.478 17.221 -0.427 -0.125 0.101
H -6.562 -16.416 15.881 -0.115 -0.215 0.203
H -4.899 -15.815 15.670 0.028 -0.178 -0.255
C -8.818 -17.873 17.921 1.105 0.437 -0.012
N -9.725 -17.402 16.859 -0.916 -0.203 -0.083
O -9.322 -16.679 15.973 0.685 0.237 0.042
O -10.865 -17.813 16.905 -0.204 -0.169 0.161
H -7.993 -17.170 18.011 -0.151 0.161 -0.028
H -8.370 -18.799 17.575 -0.262 -0.257 0.075
H -9.347 -17.962 18.858 -0.255 -0.218 -0.050
C -12.593 -23.019 11.629 0.161 -0.071 -0.415
N -11.123 -23.230 11.673 0.710 0.174 0.784
O -10.653 -24.281 11.992 -0.206 -0.458 -0.141
O -10.416 -22.236 11.446 0.328 0.532 -0.634
H -12.846 -22.330 12.432 0.058 0.102 -0.035
H -13.048 -23.994 11.738 -0.062 -0.013 0.042
H -12.781 -22.573 10.655 -0.213 0.110 0.088
C -8.000 -24.643 14.635 -0.273 0.070 -0.033
N -8.625 -23.372 14.163 0.672 -0.535 -0.450
O -9.429 -22.842 14.836 -0.640 0.667 0.179
O -8.296 -22.976 13.025 0.953 0.583 -1.199
H -8.677 -25.002 15.401 0.036 -0.275 -0.059
H -7.025 -24.441 15.073 0.063 0.244 -0.175
H -7.932 -25.273 13.756 0.072 -0.208 0.119
C -9.885 -22.913 17.818 -0.400 -0.522 -0.501
N -10.045 -22.186 19.099 -0.361 -0.409 -0.383
O -11.122 -22.233 19.632 -0.424 -0.047 0.354
O -9.094 -21.547 19.471 0.655 0.353 0.251
H -9.798 -22.138 17.070 0.380 0.008 -0.105
H -10.754 -23.520 17.580 -0.307 0.269 0.388
H -9.051 -23.607 17.862 0.411 0.479 0.150
C -12.136 -15.239 14.523 -0.216 -0.526 -0.652
N -13.078 -14.094 14.418 -0.625 0.191 0.546
O -13.346 -13.409 15.395 0.564 -0.573 -0.650
O -13.612 -13.990 13.329 -0.005 0.235 0.017
H -12.771 -16.124 14.478 -0.054 0.009 0.441
H -11.507 -15.235 15.400 -0.047 0.276 0.092
H -11.615 -15.290 13.572 0.389 0.297 0.167
C -15.311 -17.157 11.783 0.194 0.292 0.219
N -14.180 -18.092 11.555 -0.393 -0.420 -0.662
O -13.070 -17.631 11.512 0.650 0.600 0.374
O -14.424 -19.261 11.338 -0.363 -0.427 0.251
H -14.982 -16.223 11.341 -0.270 0.098 -0.008
H -15.432 -17.022 12.855 0.089 -0.065 0.033
H -16.214 -17.573 11.358 0.027 -0.050 -0.136

[5]
37
Properties=species:S:1:pos:R:3:forces:R:3 method="wB97M-V/def2-TZVPD" e_homo_ha="-0.4263 / -0.5128" max_force_ev_per_a=6.803 multiplicity=5 charge=+2 gap_ev="2.646 / 2.652"
I -2.746 1.452 -4.366 -5.897 -1.105 1.087
I -0.307 1.898 -4.789 5.944 1.040 -0.903
Ir 0.162 0.059 -0.224 -0.547 -0.400 1.358
P 0.227 2.248 0.536 0.236 2.744 0.710
C 1.831 3.130 0.457 -0.070 -0.540 -0.132
C -0.920 3.368 -0.349 0.026 -0.678 -0.183
H -0.918 4.369 0.096 0.079 -0.254 0.033
H -0.313 3.490 2.578 0.022 -0.210 -0.124
H -1.922 2.936 -0.298 -0.042 0.220 -0.052
H -1.261 1.977 2.408 0.009 0.185 0.131
H 2.176 3.161 -0.580 -0.022 0.055 0.084
H -0.621 3.433 -1.399 -0.058 0.048 0.062
C -0.275 2.435 2.288 0.028 -0.396 -0.316
H 1.738 4.151 0.840 -0.117 -0.216 -0.037
H 0.437 1.904 2.925 -0.028 0.201 0.030
H 2.573 2.586 1.047 0.000 0.116 -0.013
P -0.188 -2.125 -0.918 -0.276 -2.620 -1.074
C 1.245 -3.045 -1.594 0.039 0.517 0.221
C -0.816 -3.226 0.404 0.115 0.495 -0.020
H -2.371 -1.806 -1.878 -0.074 -0.133 -0.174
H -1.647 -3.337 -2.469 0.120 0.166 0.173
H -1.111 -1.762 -3.128 -0.076 -0.064 0.027
C -1.454 -2.285 -2.231 0.155 0.637 0.256
H -1.714 -2.768 0.828 -0.032 -0.227 -0.006
H -1.051 -4.222 0.011 0.064 0.234 0.024
H 0.959 -4.060 -1.885 -0.077 0.211 0.105
H 2.034 -3.092 -0.838 -0.023 -0.084 -0.083
H -0.062 -3.310 1.191 -0.063 -0.171 -0.094
H 1.638 -2.514 -2.465 -0.038 -0.090 0.039
C 1.928 0.038 -0.664 5.932 0.531 -3.288
O 3.064 0.025 -0.947 -4.126 -0.114 1.517
C -0.472 -0.863 2.721 -1.439 -0.153 0.880
C 0.622 -0.633 1.728 1.212 -0.434 1.002
O 1.780 -0.846 2.050 -1.848 0.505 -1.024
H -1.449 -0.619 2.254 0.636 -0.188 0.385
H -0.321 -0.223 3.613 0.079 -0.366 -0.455
H -0.476 -1.922 3.049 0.159 0.539 -0.149

[6]
40
Properties=species:S:1:pos:R:3:forces:R:3 method="wB97M-V/def2-TZVPD" e_homo_ha=-0.3083 max_force_ev_per_a=1.547 de_lowest_kj_mol=0.0 gap_ev=9.098
H -2.699 2.104 -0.160 0.231 -0.054 0.049
N -2.004 1.643 0.424 0.521 1.121 0.814
C -0.822 2.020 0.112 -0.111 0.104 0.249
N -0.451 2.817 -0.972 -0.171 0.067 0.183
N 0.252 1.613 0.895 -0.132 -0.212 0.101
C 1.489 1.156 0.269 0.154 -0.036 -0.133
C 2.467 0.698 1.344 -0.047 -0.040 -0.030
C 3.854 0.355 0.802 0.106 0.043 0.066
C 3.849 -0.782 -0.237 -0.083 0.082 -0.061
N 3.176 -1.955 0.286 0.170 -0.127 -0.056
C 5.282 -1.067 -0.666 0.094 -0.334 0.163
O 5.893 -2.079 -0.414 -0.214 0.430 -0.118
O 5.824 -0.044 -1.355 0.156 -0.096 -0.028
H -1.228 3.291 -1.410 0.050 -0.127 -0.016
H 0.313 3.451 -0.780 -0.069 -0.124 -0.013
H -0.096 0.961 1.592 0.103 0.110 -0.102
H 1.934 1.983 -0.297 -0.035 -0.096 0.073
H 1.301 0.340 -0.445 -0.012 0.100 0.091
H 2.562 1.496 2.087 0.017 -0.049 -0.035
H 2.055 -0.180 1.852 0.030 0.106 -0.053
H 4.319 1.240 0.350 -0.081 -0.132 0.069
H 4.499 0.053 1.641 -0.098 0.042 -0.140
H 3.310 -0.438 -1.128 0.086 -0.034 0.089
H 3.768 -2.374 1.000 -0.102 0.016 -0.035
H 3.102 -2.658 -0.445 -0.050 0.078 0.110
H 6.736 -0.308 -1.563 -0.110 0.070 0.002
N -5.259 -0.743 -1.222 -0.129 0.182 -0.179
C -4.273 -0.313 -0.221 0.136 0.053 0.153
C -4.517 -1.155 1.032 0.113 0.290 0.158
O -4.479 -2.533 0.689 -0.198 -0.142 -0.200
C -2.878 -0.520 -0.837 -0.055 0.352 -0.391
O -2.377 0.330 -1.529 -0.550 -1.220 -0.777
O -2.276 -1.687 -0.598 0.037 -0.003 0.036
H -6.161 -0.322 -1.018 0.082 -0.072 -0.021
H -4.985 -0.409 -2.142 -0.037 -0.078 0.086
H -4.332 0.757 0.023 -0.014 -0.313 -0.001
H -5.488 -0.893 1.473 0.091 -0.023 -0.075
H -3.744 -0.985 1.786 -0.082 0.055 -0.140
H -5.030 -2.590 -0.116 0.116 -0.085 0.153
H -2.889 -2.272 -0.099 0.088 0.094 -0.039